1.
{"formula": "C2H3ClO3S", "method": "ωB97M-V with the def2-TZVPD basis set", "symbols": ["C", "C", "O", "O", "O", "S", "Cl", "H", "H", "H"], "positions_angstrom": [[0.215, 0.229, 0.253], [-0.019, -0.961, -0.587], [2.751, -0.471, 1.269], [1.307, 1.063, -0.121], [2.121, -1.136, -1.095], [2.687, -0.119, -0.132], [-0.699, -2.323, 0.159], [-0.773, 0.910, 0.142], [0.383, 0.178, 1.360], [-0.200, -1.106, -1.697]], "gap_ev": [7.674, 7.675], "e_lumo_ev": [-1.87, -1.87], "e_above_lowest_kj_mol": 214.19, "homo_energy_ha": [-0.351, -0.351], "multiplicity": 1}

=====

2.
{"formula": "C2H3CrF4O", "method": "ωB97M-V with the def2-TZVPD basis set", "symbols": ["C", "F", "F", "F", "F", "C", "O", "Cr", "H", "H", "H"], "positions_angstrom": [[3.294, 3.841, -1.779], [3.568, 4.378, -2.947], [4.145, 2.871, -1.603], [3.393, 4.934, -1.026], [2.229, 3.328, -0.220], [1.799, 2.229, -3.851], [1.742, 2.836, -2.576], [0.599, 3.377, -1.233], [2.644, 1.524, -3.893], [0.877, 1.673, -4.073], [1.923, 3.043, -4.582]], "gap_ev": [9.002, 9.717], "charge": 1, "e_lumo_ev": [-6.19, -6.21], "homo_energy_ha": [-0.558, -0.585], "s_squared": 6.012, "multiplicity": 5}

=====

3.
{"formula": "C2H3CuFO", "method": "ωB97M-V with the def2-TZVPD basis set", "symbols": ["H", "O", "C", "C", "Cu", "H", "H", "F"], "positions_angstrom": [[-1.670, -0.038, -0.120], [-0.087, -0.631, 0.465], [0.390, 0.735, 0.301], [-0.645, 0.243, -0.595], [0.808, -2.303, 0.729], [1.407, 0.799, -0.094], [0.106, 1.400, 1.119], [-0.310, -0.203, -1.805]], "gap_ev": [9.410, 8.541], "charge": 1, "e_lumo_ev": [-4.01, -8.91], "e_above_lowest_kj_mol": 48.33, "homo_energy_ha": [-0.493, -0.641], "s_squared": 2.002, "multiplicity": 3}

=====

4.
{"formula": "C2H3CuO", "method": "ωB97M-V with the def2-TZVPD basis set", "symbols": ["H", "O", "C", "C", "H", "H", "Cu"], "positions_angstrom": [[-0.577, 0.193, 1.407], [1.170, 0.447, 0.323], [-0.121, 0.409, 0.386], [-0.981, -0.180, -0.498], [-2.057, -0.095, -0.331], [-0.633, -0.525, -1.477], [3.199, -0.249, 0.190]], "gap_ev": [6.511, 7.157], "charge": -1, "e_lumo_ev": [4.55, 3.98], "e_above_lowest_kj_mol": 0.00, "homo_energy_ha": [-0.072, -0.117], "s_squared": 0.752, "multiplicity": 2}

=====

5.
{"formula": "C2H3F2I", "method": "ωB97M-V with the def2-TZVPD basis set", "symbols": ["C", "C", "F", "F", "H", "H", "I", "H"], "positions_angstrom": [[-0.612, -0.653, -1.758], [0.157, -1.682, -2.117], [0.279, -2.063, -3.411], [0.920, -2.355, -1.319], [-1.160, 0.037, -2.460], [-0.814, -0.321, -0.793], [1.741, 0.002, 2.590], [1.178, 0.440, 4.119]], "gap_ev": 10.276, "e_lumo_ev": 0.27, "e_above_lowest_kj_mol": 119.22, "homo_energy_ha": -0.368, "multiplicity": 1, "smiles": "C=C(F)F.I"}

=====

6.
{"formula": "C2H3F2I", "method": "ωB97M-V with the def2-TZVPD basis set", "symbols": ["C", "C", "F", "F", "I", "H", "H", "H"], "positions_angstrom": [[-0.788, 0.717, -1.380], [1.418, -0.572, 1.824], [0.407, -0.077, 2.415], [1.520, -1.837, 2.231], [0.336, -1.133, -0.755], [-0.913, 0.753, -2.481], [-1.836, 0.637, -0.902], [-0.144, 1.513, -0.951]], "gap_ev": 9.049, "e_lumo_ev": 0.01, "e_above_lowest_kj_mol": 270.22, "homo_energy_ha": -0.332, "multiplicity": 1}

=====

7.
{"formula": "C2H3F2NO3", "method": "ωB97M-V with the def2-TZVPD basis set", "symbols": ["O", "N", "O", "C", "O", "F", "C", "F", "H", "H", "H"], "positions_angstrom": [[-1.124, -1.916, 0.640], [-0.088, -1.366, 0.339], [1.017, -1.803, 0.565], [-0.374, 0.078, -0.321], [-1.515, 0.496, 0.215], [-0.386, -0.166, -1.699], [0.901, 1.054, -0.134], [1.225, 1.073, 1.122], [-2.167, -0.142, 0.537], [0.840, 2.019, -0.587], [1.670, 0.671, -0.677]], "gap_ev": 11.406, "e_lumo_ev": -0.18, "e_above_lowest_kj_mol": 21.87, "homo_energy_ha": -0.426, "multiplicity": 1, "smiles": "O=[N+]([O-])[C@](O)(F)CF"}

=====

8.
{"formula": "C2H3F2NOS", "method": "ωB97M-V with the def2-TZVPD basis set", "symbols": ["C", "C", "H", "H", "H", "N", "O", "F", "F", "S"], "positions_angstrom": [[0.222, -0.454, 0.223], [-0.145, 0.940, 0.392], [-2.045, 0.505, -0.433], [-0.827, -2.247, -0.328], [-0.557, 1.242, 1.372], [-0.800, -1.261, -0.013], [-2.285, -1.011, 0.146], [0.914, 1.773, 0.085], [-1.174, 1.341, -0.473], [1.824, -0.845, -0.118]], "gap_ev": 8.256, "e_lumo_ev": -0.42, "e_above_lowest_kj_mol": 511.91, "homo_energy_ha": -0.319, "multiplicity": 1}

=====

9.
{"formula": "C2H3F2NOS", "method": "ωB97M-V with the def2-TZVPD basis set", "symbols": ["H", "N", "C", "O", "S", "C", "F", "F", "H", "H"], "positions_angstrom": [[0.517, 0.823, -2.007], [-0.473, 0.807, -1.526], [-0.555, 0.196, -0.430], [0.247, -0.288, 0.480], [1.906, -0.315, 0.303], [-2.084, -0.009, -0.180], [-2.536, -0.072, 1.138], [-2.426, -1.133, -0.797], [1.871, 0.874, -0.357], [-2.642, 0.785, -0.766]], "gap_ev": 10.014, "e_lumo_ev": -0.05, "e_above_lowest_kj_mol": 165.84, "homo_energy_ha": -0.370, "multiplicity": 1, "smiles": "[H]/N=C(\\OS)C(F)F"}

=====

10.
{"formula": "C2H3F2OP", "method": "ωB97M-V with the def2-TZVPD basis set", "symbols": ["C", "C", "O", "F", "F", "P", "H", "H", "H"], "positions_angstrom": [[0.147, 1.144, -0.807], [1.305, 0.000, 0.285], [-0.862, 0.764, -1.275], [1.632, 0.832, 1.293], [2.386, -0.242, -0.483], [0.276, -1.414, 0.823], [0.769, 2.082, -0.701], [-0.653, -0.531, 1.382], [-0.218, -1.681, -0.404]], "gap_ev": [6.768, 8.273], "e_lumo_ev": [0.81, -2.36], "e_above_lowest_kj_mol": 266.86, "homo_energy_ha": [-0.219, -0.391], "s_squared": 2.010, "multiplicity": 3}

=====

11.
{"formula": "C2H3F3", "method": "ωB97M-V with the def2-TZVPD basis set", "symbols": ["C", "C", "F", "F", "F", "H", "H", "H"], "positions_angstrom": [[0.734, -0.168, 0.198], [-0.698, 0.098, -0.098], [-0.762, 1.378, -0.584], [-1.040, -0.760, -1.093], [-1.608, -0.077, 0.830], [0.875, -1.233, 0.318], [1.055, 0.548, 0.912], [1.444, 0.214, -0.484]], "gap_ev": 13.815, "e_lumo_ev": 0.97, "e_above_lowest_kj_mol": 51.45, "homo_energy_ha": -0.472, "multiplicity": 1, "smiles": "CC(F)(F)F"}

=====

12.
{"formula": "C2H3F3", "method": "ωB97M-V with the def2-TZVPD basis set", "symbols": ["C", "C", "F", "F", "F", "H", "H", "H"], "positions_angstrom": [[-0.471, 0.072, 0.605], [0.006, -1.199, -0.020], [0.465, 0.580, 1.455], [-0.660, -1.597, -1.100], [0.270, -2.240, 0.760], [-1.385, -0.089, 1.204], [-0.655, 0.814, -0.181], [2.244, -0.383, -1.173]], "gap_ev": [8.757, 10.843], "e_lumo_ev": [-0.34, 0.01], "e_above_lowest_kj_mol": 514.83, "homo_energy_ha": [-0.334, -0.398], "multiplicity": 1}

=====

Number 1: DFT total energy -1161.9856 Eh. Number 2: DFT total energy -1596.7691 Eh. Number 3: DFT total energy -1893.1002 Eh. Number 4: DFT total energy -1793.6510 Eh. Number 5: DFT total energy -575.3812 Eh. Number 6: DFT total energy -575.3237 Eh. Number 7: DFT total energy -558.0930 Eh. Number 8: DFT total energy -805.7246 Eh. Number 9: DFT total energy -805.8564 Eh. Number 10: DFT total energy -694.1258 Eh. Number 11: DFT total energy -377.6065 Eh. Number 12: DFT total energy -377.4300 Eh.